Formula: C27H32N5O3RuS2Si
Source: the Open Molecules 2025 dataset
Level of theory: ωB97M-V/def2-TZVPD

The LUMO energy (spin up / spin down) is -0.4278 / -0.4268 Ha. For the HOMO energy (spin up / spin down), the calculation gives -17.2 / -17.2 eV. Its orbital gap (spin up / spin down) is 5.51 / 5.54 eV.

Geometry as ORCA input:
```
! wB97M-V def2-TZVPD RIJCOSX def2/J DEFGRID3
* xyz 3 1
Ru 0.3322 0.3577 0.1157
O -6.3542 2.3323 0.9067
N -6.1448 1.2856 1.4830
O -6.9208 0.6720 2.1685
C -4.7985 0.6876 1.2950
C -4.7211 -0.6539 1.3588
C -3.4761 -1.3227 1.1203
C -3.3097 -2.7153 1.1973
C -2.0615 -3.2490 0.9866
C -1.0000 -2.4034 0.6636
N -1.1405 -1.0914 0.5480
C -2.3582 -0.5506 0.8056
C -2.4463 0.8759 0.7948
N -1.2797 1.5333 0.5697
C -1.2810 2.8595 0.5909
C -2.4357 3.5926 0.8493
C -3.6259 2.9430 1.0740
C -3.6555 1.5322 1.0416
H -5.6112 -1.2262 1.5868
H -4.1541 -3.3512 1.4326
H -1.8877 -4.3131 1.0593
H -0.0122 -2.8024 0.4996
H -0.3414 3.3586 0.3989
H -2.3832 4.6718 0.8673
H -4.5271 3.5038 1.2664
O 0.6793 0.0302 2.1414
S 2.0653 -0.0175 2.8613
C 2.0647 1.4862 3.8914
C 2.0328 1.0257 5.3494
C 1.2045 -0.2545 5.3787
C 1.7760 -1.1218 4.2630
H 1.1421 1.9899 3.5980
H 2.9196 2.1030 3.6226
H 1.6136 1.8106 5.9771
H 3.0454 0.8298 5.7056
H 0.1506 -0.0419 5.1915
H 1.2774 -0.7698 6.3350
H 1.1373 -1.9277 3.9041
H 2.7546 -1.5311 4.5240
C 6.4344 -0.4826 -1.1312
C 4.9655 -0.5605 -0.9325
C 4.2051 -1.6967 -1.0948
C 2.8308 -1.6660 -0.8587
N 2.2468 -0.5334 -0.4164
C 2.9762 0.5836 -0.3349
S 2.0524 1.9713 0.0164
N 4.3044 0.5674 -0.5642
C 1.9922 -2.8651 -1.1171
H 6.7670 -1.2466 -1.8299
H 6.9355 -0.6639 -0.1757
H 6.7426 0.4971 -1.4958
H 4.6744 -2.6082 -1.4356
H 4.8155 1.4424 -0.4919
H 2.4173 -3.4477 -1.9330
H 0.9757 -2.5780 -1.3757
H 1.9830 -3.5145 -0.2373
C -0.8953 2.2416 -4.9511
Si -1.0268 0.3962 -4.7090
C -2.7522 -0.2635 -4.8339
C 0.2414 -0.5801 -5.6496
C -0.5119 0.2658 -2.8775
C -0.1478 0.2951 -1.6755
H -1.1585 2.4469 -5.9926
H 0.1155 2.6125 -4.7826
H -1.5908 2.7924 -4.3181
H -3.1026 -0.1722 -5.8645
H -3.4439 0.2923 -4.1995
H -2.8038 -1.3199 -4.5659
H 0.0091 -0.5267 -6.7159
H 0.2336 -1.6346 -5.3702
H 1.2468 -0.1819 -5.5091
*
```

Formula: C27H32NO2
Source: the Open Molecules 2025 dataset
Level of theory: ωB97M-V/def2-TZVPD

The LUMO energy is -0.1996 Ha. For the HOMO energy, the calculation gives -10.6 eV. Its orbital gap is 5.17 eV. As for the relative energy (zero: lowest compared OMol25 entry of this formula, charge and spin): 1.0278 eV.

Geometry as ORCA input:
```
! wB97M-V def2-TZVPD RIJCOSX def2/J DEFGRID3
* xyz 1 1
C -3.0640 1.6893 5.2392
C -1.9836 2.5488 4.9912
C -0.9428 2.1378 4.1601
C -0.9404 0.8363 3.6161
C 0.1407 0.3866 2.7304
C 0.5670 1.2327 1.6906
C 1.6392 0.9854 0.8510
C 2.0610 1.8574 -0.2121
C 3.1225 1.4579 -1.0650
C 3.5275 2.2561 -2.1253
C 2.8958 3.4897 -2.3563
C 1.8559 3.9102 -1.5145
C 1.4439 3.1137 -0.4494
C 0.7416 -0.9314 2.9516
C 0.9400 -1.8471 1.8983
C 1.4995 -3.1012 2.1460
C 1.9213 -3.4394 3.4403
C 1.7490 -2.5317 4.4955
C 1.1444 -1.3025 4.2579
C -2.0280 -0.0240 3.8856
C -3.0928 0.4074 4.6700
H -3.8839 2.0165 5.8788
H -1.9484 3.5434 5.4409
H -0.0956 2.7925 3.9466
H 0.0085 2.1659 1.5855
H 2.2561 0.1023 1.0287
H 3.5991 0.4969 -0.8633
H 4.3358 1.9193 -2.7764
H 3.2159 4.1185 -3.1853
H 1.3623 4.8677 -1.6873
H 0.6439 3.4501 0.2100
H 0.6287 -1.5708 0.8887
H 1.6090 -3.8032 1.3158
H 2.3778 -4.4112 3.6303
H 2.0761 -2.7825 5.5068
H 1.0004 -0.5865 5.0690
H -2.0296 -1.0164 3.4308
H -3.9366 -0.2633 4.8421
C -1.9894 1.2262 -6.4093
O -2.2038 0.6030 -5.1388
C -1.4648 1.2338 -4.1049
C -1.7054 0.5213 -2.7812
N -1.2420 -0.8284 -2.8036
C -1.4589 -1.5776 -1.6030
C -0.9376 -2.9938 -1.7678
O 0.4629 -2.9340 -1.9994
C 1.0104 -4.2374 -2.2040
H -2.5620 0.6529 -7.1484
H -2.3224 2.2817 -6.4406
H -0.9225 1.2270 -6.6986
H -0.3794 1.2092 -4.3242
H -1.8094 2.2798 -3.9732
H -1.1725 1.1298 -2.0256
H -2.7853 0.5255 -2.5660
H -0.2997 -0.9360 -3.1672
H -0.9850 -1.1151 -0.7125
H -2.5430 -1.6591 -1.4523
H -1.1565 -3.5410 -0.8306
H -1.4539 -3.4658 -2.6249
H 2.0788 -4.1154 -2.4147
H 0.8951 -4.8965 -1.3223
H 0.5292 -4.7615 -3.0497
*
```

Formula: C27H33AsAuF6N5O3PS
Source: the Open Molecules 2025 dataset
Level of theory: ωB97M-V/def2-TZVPD

The LUMO energy (spin up / spin down) is -0.3862 / -0.5258 Ha. For the HOMO energy (spin up / spin down), the calculation gives -18.7 / -18.8 eV. Its orbital gap (spin up / spin down) is 8.21 / 4.49 eV. As for the relative energy (zero: lowest compared OMol25 entry of this formula, charge and spin): 0.0000 eV.

Geometry as ORCA input:
```
! wB97M-V def2-TZVPD RIJCOSX def2/J DEFGRID3
* xyz 4 4
Au 0.4424 -0.1455 1.3191
C 3.8390 2.0867 4.1021
C 3.1440 2.8219 3.1459
C 2.1303 2.2087 2.4433
N 1.8018 0.9272 2.6737
C 2.4432 0.2154 3.6055
C 3.4778 0.7716 4.3385
H 4.6539 2.5395 4.6515
H 3.3863 3.8558 2.9449
H 1.5547 2.7376 1.6954
H 2.1331 -0.8072 3.7557
H 3.9877 0.1651 5.0735
N -2.4449 0.2311 6.2888
C -2.7457 -0.0905 4.8481
P -1.2059 -0.8269 4.1145
O -0.1777 -0.6436 5.1813
O -1.0805 -0.1497 2.7574
C -1.4535 -2.6580 3.9784
N -0.3419 -3.3581 4.7008
H -2.7880 -0.4852 6.9315
H -2.8498 1.1208 6.5870
H -1.4101 0.2606 6.3835
H -2.9545 0.8380 4.3218
H -3.6264 -0.7257 4.7882
H -1.4432 -2.9729 2.9388
H -2.4039 -2.9451 4.4257
H 0.2009 -2.6680 5.2420
H 0.3105 -3.8102 4.0329
H -0.6788 -4.0871 5.3304
F 0.8744 -2.4452 2.3055
As 2.3322 -3.5509 2.2948
F 3.2556 -2.1609 1.8314
F 1.9531 -3.8671 0.6471
F 3.6531 -4.5886 2.3380
F 1.1846 -4.7665 2.8191
F 2.4948 -3.0783 3.9639
O -0.8377 0.8475 -1.2460
S -1.5886 1.8592 -2.0234
C -0.6462 2.0351 -3.6353
C -0.9451 3.2862 -4.3812
C -1.5261 3.2312 -5.6742
C -1.6372 4.3677 -6.4198
C -1.2426 5.6215 -5.8565
C -0.6563 5.6889 -4.5666
C -0.5415 4.5485 -3.8326
C -3.1684 1.1020 -2.6754
C -3.0704 -0.2364 -3.2929
C -2.7698 -1.3814 -2.4856
C -2.8312 -2.6315 -3.0214
C -3.1493 -2.7856 -4.3955
C -3.4452 -1.6537 -5.2112
C -3.3714 -0.4036 -4.6735
H -0.7888 1.1369 -4.2337
H 0.3752 2.0560 -3.2447
H -1.8177 2.2766 -6.0927
H -2.0206 4.3374 -7.4315
H -1.4281 6.5345 -6.4109
H -0.3282 6.6426 -4.1756
H -0.1188 4.5835 -2.8360
H -3.5713 1.8485 -3.3626
H -3.7857 1.0813 -1.7732
H -2.5142 -1.2318 -1.4450
H -2.6330 -3.5095 -2.4218
H -3.1476 -3.7745 -4.8395
H -3.7428 -1.8033 -6.2410
H -3.6219 0.4618 -5.2741
N 5.6534 -2.3571 -3.4160
C 4.8586 -1.9613 -2.6890
C 3.8409 -1.4592 -1.8108
C 2.5525 -1.9834 -1.8640
C 1.6001 -1.4806 -1.0083
N 1.8704 -0.5000 -0.1334
C 3.1117 0.0056 -0.0792
C 4.1199 -0.4419 -0.9044
H 2.3103 -2.7928 -2.5371
H 0.5943 -1.8762 -1.0040
H 3.2989 0.7788 0.6490
H 5.1105 -0.0166 -0.8295
*
```

Formula: C27H33AuClN2O5
Source: the Open Molecules 2025 dataset
Level of theory: ωB97M-V/def2-TZVPD

The LUMO energy (spin up / spin down) is 0.0902 / 0.0063 Ha. For the HOMO energy (spin up / spin down), the calculation gives -3.3 / -4.1 eV. Its orbital gap (spin up / spin down) is 5.72 / 4.26 eV.

Geometry as ORCA input:
```
! wB97M-V def2-TZVPD RIJCOSX def2/J DEFGRID3
* xyz -1 3
Au -2.8514 -0.3238 -0.4033
Cl -2.8168 1.2240 1.4436
N -0.0963 2.1850 -1.0874
N -0.9250 -2.2529 -0.3092
C -1.1800 2.8284 -1.3774
C -1.3332 -3.0040 -1.2905
C 0.8235 3.1181 -0.4036
C 0.0492 4.4413 -0.4274
C 2.1157 3.1738 -1.1917
C 1.0878 2.6659 1.0140
H 1.9089 3.5212 -2.2096
H 2.5538 2.1736 -1.2492
H 2.8288 3.8570 -0.7216
H 0.1580 2.6366 1.5918
H 1.7913 3.3501 1.5042
H 1.5022 1.6553 1.0244
C 0.1644 -2.9721 0.3876
C 0.2776 -4.2764 -0.4184
C -0.2182 -3.2357 1.8298
C 1.4476 -2.1752 0.2962
H 1.6473 -1.9178 -0.7523
H 2.2938 -2.7627 0.6799
H 1.3486 -1.2578 0.8840
H -1.1796 -3.7601 1.8551
H -0.3079 -2.2801 2.3500
H 0.5371 -3.8535 2.3325
O -0.7229 -4.1826 -1.4637
H 0.0821 -5.1792 0.1785
H 1.2440 -4.4026 -0.9246
O -1.2356 4.1155 -1.0093
H 0.5122 5.1973 -1.0731
H -0.1388 4.8705 0.5635
C -2.3671 2.2496 -2.0902
C -2.3811 -2.6275 -2.2730
C -1.9258 -1.3869 -2.9410
H -3.2792 -2.3739 -1.6763
H -2.5468 -3.4410 -2.9819
C -2.1689 -0.2041 -2.2817
C -1.9443 1.0381 -2.8407
H -3.1989 -0.1441 1.3380
C -1.2751 1.0986 -4.0553
C -0.9463 -0.0947 -4.6924
C -1.0281 2.4205 -4.6826
C -1.2156 -1.3405 -4.1339
H -0.4426 -0.0541 -5.6590
C -0.8483 -2.6066 -4.8113
H -0.2633 -2.4492 -5.7209
H -1.7427 -3.1664 -5.1057
H -0.2551 -3.2546 -4.1559
H -1.9364 3.0297 -4.6605
H -0.7143 2.3553 -5.7293
H -0.2450 2.9851 -4.1628
H -2.8280 3.0175 -2.7213
H -3.0744 1.9398 -1.3021
O 0.4228 1.6993 5.9949
C 1.2460 0.7620 5.7399
C 2.2953 0.3829 6.6551
C 3.1949 -0.6162 6.3543
C 3.1153 -1.3132 5.1370
C 2.1044 -0.9816 4.2208
C 1.1808 0.0208 4.4862
C 0.2142 0.4278 3.4442
O -0.5839 1.4324 3.7706
O 0.1801 -0.1331 2.3402
H -0.3267 1.7177 4.7465
H 2.3732 0.9202 7.6029
H 3.9903 -0.8805 7.0646
H 3.8294 -2.1047 4.8881
H 2.0234 -1.5016 3.2715
*
```

Formula: C27H33BO2S2
Source: the Open Molecules 2025 dataset
Level of theory: ωB97M-V/def2-TZVPD

The LUMO energy is -0.1144 Ha. For the HOMO energy, the calculation gives -6.3 eV. Its orbital gap is 3.15 eV.

Geometry as ORCA input:
```
! wB97M-V def2-TZVPD RIJCOSX def2/J DEFGRID3
* xyz 0 1
C 3.3841 -4.5976 4.2279
C 2.4366 -3.5637 3.7351
C 1.5446 -2.8063 4.4717
C 0.8138 -1.8392 3.6940
C 1.1853 -1.8330 2.3660
B 0.3867 -1.0171 1.1370
C 1.3845 0.1447 0.6555
C 1.8739 1.1608 1.4273
C 2.8930 1.9190 0.7681
C 3.2035 1.4199 -0.4893
C 4.2404 1.8920 -1.4197
S 2.1872 0.0672 -0.8793
O 0.1027 -1.9998 0.1518
C -1.2692 -2.3148 0.3572
C -1.8795 -2.6359 -0.9978
C -1.4123 -3.5022 1.2952
C -1.8340 -0.9692 1.0716
C -2.0276 0.1192 0.0610
C -3.1022 -1.1059 1.8971
O -0.7538 -0.5622 1.8810
S 2.3963 -3.0465 2.0592
H 3.2127 -4.7852 5.2944
H 3.2697 -5.5477 3.6833
H 4.4194 -4.2429 4.1021
H 1.4069 -2.9483 5.5450
H 0.0595 -1.1999 4.1491
H 1.5542 1.3073 2.4534
H 3.3996 2.7706 1.2038
H 4.8391 2.6741 -0.9435
H 4.8907 1.0605 -1.7185
H 3.7822 2.3038 -2.3251
H -2.9664 -2.7208 -0.9164
H -1.6179 -1.8838 -1.7512
H -1.4944 -3.6059 -1.3420
H -2.4697 -3.7932 1.3408
H -0.8457 -4.3592 0.9145
H -1.0649 -3.2682 2.3061
H -2.9120 0.0017 -0.5729
H -2.0804 1.0923 0.5610
H -1.1481 0.1525 -0.5986
H -3.9477 -1.3780 1.2556
H -2.9937 -1.8504 2.6882
H -3.3341 -0.1351 2.3563
C -2.5948 2.5018 -1.6019
C -3.8114 1.7164 -2.1959
C -3.1617 0.6752 -3.0656
C -1.7821 0.7363 -2.9933
C -1.3600 1.7311 -2.0592
C -0.1190 2.4407 -2.2193
C 0.8040 2.0778 -3.2408
C 1.7963 2.9754 -3.6367
C 1.9462 4.1976 -2.9687
C 1.1006 4.5284 -1.9037
C 0.0814 3.6633 -1.5302
H -2.5510 3.5038 -2.0566
H -2.7152 2.6555 -0.5275
H -4.4131 1.2617 -1.3883
H -4.4816 2.4032 -2.7337
H -3.7367 0.0187 -3.7278
H -1.0843 0.1054 -3.5580
H 0.6488 1.1662 -3.8167
H 2.4372 2.7186 -4.4819
H 2.7346 4.8891 -3.2770
H 1.2086 5.4835 -1.3850
H -0.6598 3.9764 -0.7880
*
```

Formula: C27H33BrCl39NO4S
Source: the Open Molecules 2025 dataset
Level of theory: ωB97M-V/def2-TZVPD

The LUMO energy is -0.0055 Ha. For the HOMO energy, the calculation gives -9.5 eV. Its orbital gap is 9.37 eV.

Geometry as ORCA input:
```
! wB97M-V def2-TZVPD RIJCOSX def2/J DEFGRID3
* xyz 0 1
C 2.9033 1.6902 2.5706
C 3.1698 0.8402 1.2324
Br 4.9643 1.4457 0.5448
C 2.0118 1.2435 0.1906
C 1.1211 -0.0332 -0.2697
C 0.1943 -0.6185 0.9016
C 0.7529 -2.0657 1.3571
C 1.5892 -1.9791 2.7367
O 2.8709 -2.6466 2.4801
C -1.3718 -0.6952 0.5688
C -2.0559 0.5982 1.1799
C -2.6742 0.5931 2.5775
C -3.2943 1.8501 3.1249
N -3.4433 3.1407 2.5648
C -2.8304 3.1025 1.2924
C -2.1645 1.9823 0.5386
C -1.7236 -0.9919 -0.9571
O -1.3818 0.1044 -1.8499
S 0.2350 0.4948 -1.8064
O 0.9342 -0.0834 -3.0277
O 0.3307 2.0028 -1.9677
H 3.7502 1.6205 3.3253
H 1.8962 1.3240 2.9957
H 2.7064 2.7706 2.2362
H 3.2805 -0.2755 1.4087
H 1.3140 2.0195 0.6507
H 2.5439 1.6567 -0.7353
H 1.8851 -0.8271 -0.5801
H 0.3086 0.0579 1.8128
H -0.0796 -2.8208 1.5429
H 1.4533 -2.5299 0.5919
H 1.0714 -2.5077 3.6027
H 1.8663 -0.8976 3.0053
H 3.2845 -2.8643 3.3432
H -1.7824 -1.5887 1.1683
H -2.6765 -0.3619 3.1930
H -3.7273 1.7582 4.1961
H -2.8527 4.1134 0.7467
H -1.7522 2.1611 -0.5044
H -2.8514 -1.1903 -1.1139
H -1.1570 -1.9275 -1.3003
C -0.1253 -6.1389 1.9591
Cl -0.3795 -6.4526 0.2412
Cl 1.5457 -5.6268 2.2279
Cl -1.2656 -4.9131 2.5360
H -0.3003 -7.0554 2.5186
C -0.0492 -2.3583 -3.9818
Cl 0.2845 -3.7415 -2.9276
Cl 0.8989 -2.4586 -5.4698
Cl -1.7771 -2.2614 -4.3477
H 0.2413 -1.4498 -3.4546
C -5.8684 -1.7335 -0.5480
Cl -5.3492 -0.0555 -0.3373
Cl -4.5978 -2.8477 -0.0178
Cl -7.3692 -2.0357 0.3361
H -6.0537 -1.9046 -1.6062
C 1.5181 1.2620 -6.0653
Cl 2.0623 2.8944 -5.6566
Cl -0.2173 1.2537 -6.4085
Cl 2.4286 0.6298 -7.4459
H 1.7010 0.6165 -5.2086
C 5.9503 3.8944 -4.3384
Cl 7.6718 4.2083 -4.5997
Cl 5.3901 2.5855 -5.3875
Cl 5.6396 3.5071 -2.6402
H 5.3961 4.7959 -4.5908
C 0.3664 5.1566 -2.5487
Cl 0.7460 5.1160 -4.2754
Cl 1.2587 6.4605 -1.7456
Cl -1.3740 5.3500 -2.2987
H 0.6720 4.2091 -2.1085
C -6.0307 0.4124 5.9482
Cl -4.3075 0.6661 5.6300
Cl -6.5967 -1.0630 5.1548
Cl -6.3419 0.3405 7.6903
H -6.5815 1.2555 5.5371
C 4.0133 -4.7105 -1.6344
Cl 5.5469 -3.9841 -2.1328
Cl 4.1763 -6.4672 -1.4846
Cl 3.4565 -4.0060 -0.1104
H 3.2700 -4.5004 -2.4008
C 2.9403 4.8723 -8.8518
Cl 4.6167 4.7850 -8.2934
Cl 2.4779 6.5496 -9.1737
Cl 2.7132 3.8763 -10.2958
H 2.2971 4.4849 -8.0645
C -11.1843 -0.8622 0.1329
Cl -10.1614 -0.8506 -1.3098
Cl -12.8094 -1.4357 -0.2649
Cl -10.4669 -1.8633 1.4062
H -11.2629 0.1571 0.5038
C 4.4358 6.9348 0.3378
Cl 5.9503 7.6693 -0.2065
Cl 4.6559 5.2123 0.6633
Cl 3.8197 7.7690 1.7715
H 3.7007 7.0289 -0.4575
C 3.8251 -8.6671 1.9363
Cl 3.7319 -7.7658 3.4553
Cl 5.0861 -9.9042 2.0223
Cl 2.2605 -9.3988 1.5507
H 4.0822 -7.9706 1.1408
C -1.7653 0.2781 8.9237
Cl -1.4240 -0.9023 10.1967
Cl -0.8162 -0.0801 7.4727
Cl -3.4925 0.3046 8.5443
H -1.4787 1.2631 9.2850
*
```

In hartree, the total energy values for the records above are, in order, -2727.331314; -1252.970455; -5257.000277; -2130.212118; -2020.280206; -22323.751334.